[1]
Computed, not measured: a single C5H6O molecule, with wB97M-V/def2-TZVPD.

Structure (XYZ):
```
12
Properties=species:S:1:pos:R:3:forces:R:3:lowdin_charge:R:1
C -1.2171 2.2377 1.8561 0.25 -0.56 -0.32 0.140
C -0.8378 1.3803 1.0939 -0.25 0.38 0.41 -0.029
C -0.4932 0.4817 -0.0198 -0.10 0.12 -0.30 -0.422
O -0.8891 0.7975 -1.1220 0.00 -0.01 0.41 0.090
C 0.3618 -0.7691 0.1697 -0.01 0.05 -0.13 -0.171
C 0.8774 -1.1738 -1.2205 -0.06 -0.05 -0.06 -0.104
H -1.5631 2.9954 2.5315 0.15 -0.25 -0.17 0.038
H 1.1164 -0.5893 0.9419 0.12 0.12 -0.27 0.112
H -0.2490 -1.5845 0.5875 -0.11 0.31 -0.11 0.123
H 1.4030 -2.1331 -1.2616 -0.04 0.23 0.30 0.074
H 1.4886 -0.3997 -1.6971 0.07 -0.12 0.35 0.081
H 0.0022 -1.2430 -1.8595 -0.02 -0.21 -0.13 0.068
```
Positions in Å, forces in eV/Å.

Computed properties:
total charge = 0
HOMO-LUMO gap = 0.3904 Eh
E_HOMO = -10.2 eV
molar mass = 82.1 g mol⁻¹
energy above the lowest of the compared OMol25 structures with the same formula, charge and spin = 43.4 kcal/mol
energy = -7327.40140 eV

[2]
Computed, not measured: a single C7H10FNO molecule, with wB97M-V/def2-TZVPD.

Structure (XYZ):
```
20
Properties=species:S:1:pos:R:3:forces:R:3:lowdin_charge:R:1
C -0.3820 2.2556 0.1855 -1.55 -2.02 -0.84 -0.039
C -0.3647 0.7103 0.3676 1.40 2.45 -1.76 -0.354
C -1.5433 0.0928 -0.2829 -0.19 -1.35 -1.03 -0.065
C -1.4238 -1.4382 -0.0057 -1.74 0.41 -0.36 -0.428
O -2.3557 -2.1458 0.3551 0.96 0.59 -0.06 0.052
N -0.1669 -1.9475 -0.2161 -1.09 -2.11 0.51 0.106
C 0.9555 -1.2656 -0.5944 3.28 2.56 -0.55 -0.200
C 1.8413 -0.6820 0.4785 -0.52 -0.52 1.39 -0.275
F 3.1591 -0.6869 0.2205 1.20 0.34 -0.66 0.031
C 0.9548 0.2224 -0.2428 0.02 1.69 -1.31 -0.139
H -1.1260 2.6852 0.8203 -0.18 0.58 0.65 0.073
H -0.7263 2.4311 -0.8391 0.39 0.27 -0.02 0.089
H 0.6010 2.5738 0.3327 1.28 1.19 0.38 0.055
H -0.4368 0.5100 1.3709 0.26 -0.58 2.70 0.117
H -1.3650 0.2161 -1.3722 -0.61 0.01 0.35 0.141
H -2.4992 0.5883 0.0347 0.77 -1.00 -0.31 0.149
H 0.0113 -2.8600 0.2090 -0.54 0.31 -0.33 0.170
H 1.6651 -1.4358 -1.4516 -1.52 -0.72 0.39 0.172
H 1.7195 -0.8384 1.5446 -0.55 -0.28 -0.03 0.161
H 1.4822 1.0145 -0.9145 -1.06 -1.81 0.88 0.185
```
Positions in Å, forces in eV/Å.

Computed properties:
total charge = 0
HOMO-LUMO gap = 0.3820 Eh
E_HOMO = -9.5 eV
molar mass = 143.2 g mol⁻¹
energy above the lowest of the compared OMol25 structures with the same formula, charge and spin = 0.0 kcal/mol
energy = -13675.04166 eV

[3]
Computed, not measured: C3H10AsO2 as an isolated structure, with wB97M-V/def2-TZVPD.

Structure (XYZ):
```
16
Properties=species:S:1:pos:R:3:forces:R:3:lowdin_charge:R:1
O 2.7177 -0.1564 1.4434 -0.10 -0.01 -0.23 0.060
C 1.9619 -0.2213 0.5042 0.20 0.00 0.15 -0.564
O 1.9304 -1.3450 -0.2428 0.02 0.06 -0.10 0.061
C 1.1276 0.9474 0.0223 -0.20 0.13 -0.04 -0.223
C -0.1832 0.6724 -0.7249 0.27 0.24 -0.08 -0.471
As -1.6210 -0.4498 0.2491 -0.33 0.01 -0.08 0.313
H 1.1456 -1.3198 -0.8129 -0.08 -0.03 0.17 0.064
H 0.9579 1.5727 0.9039 -0.01 -0.10 -0.12 0.103
H 1.8058 1.5114 -0.6393 0.01 -0.04 0.20 0.111
H 0.0031 0.2356 -1.7197 -0.04 -0.07 0.12 0.040
H -0.6579 1.6487 -0.8926 -0.02 -0.17 -0.08 0.036
H -1.0127 0.0480 1.6437 0.09 -0.05 0.05 -0.082
H -0.6349 -1.7126 0.2209 0.13 -0.12 0.01 -0.094
H -2.2025 -0.9088 -1.1873 0.03 0.02 0.00 -0.109
H -2.6270 0.8070 0.2270 0.00 0.07 0.06 -0.117
H -2.7109 -1.3295 1.0050 0.03 0.05 -0.04 -0.129
```
Positions in Å, forces in eV/Å.

Computed properties:
total charge = -1
HOMO-LUMO gap = 0.2638 Eh
E_HOMO = -3.3 eV
molar mass = 153.0 g mol⁻¹
energy = -68203.19218 eV

Please write out number 1 again, unchanged.
Computed, not measured: a single C5H6O molecule, with wB97M-V/def2-TZVPD.

Structure (XYZ):
```
12
Properties=species:S:1:pos:R:3:forces:R:3:lowdin_charge:R:1
C -1.2171 2.2377 1.8561 0.25 -0.56 -0.32 0.140
C -0.8378 1.3803 1.0939 -0.25 0.38 0.41 -0.029
C -0.4932 0.4817 -0.0198 -0.10 0.12 -0.30 -0.422
O -0.8891 0.7975 -1.1220 0.00 -0.01 0.41 0.090
C 0.3618 -0.7691 0.1697 -0.01 0.05 -0.13 -0.171
C 0.8774 -1.1738 -1.2205 -0.06 -0.05 -0.06 -0.104
H -1.5631 2.9954 2.5315 0.15 -0.25 -0.17 0.038
H 1.1164 -0.5893 0.9419 0.12 0.12 -0.27 0.112
H -0.2490 -1.5845 0.5875 -0.11 0.31 -0.11 0.123
H 1.4030 -2.1331 -1.2616 -0.04 0.23 0.30 0.074
H 1.4886 -0.3997 -1.6971 0.07 -0.12 0.35 0.081
H 0.0022 -1.2430 -1.8595 -0.02 -0.21 -0.13 0.068
```
Positions in Å, forces in eV/Å.

Computed properties:
total charge = 0
HOMO-LUMO gap = 0.3904 Eh
E_HOMO = -10.2 eV
molar mass = 82.1 g mol⁻¹
energy above the lowest of the compared OMol25 structures with the same formula, charge and spin = 43.4 kcal/mol
energy = -7327.40140 eV

Question: Look up the energy of the second one.
Answer: -13675.04166 eV

Question: Which formula does entry 1 have?
Answer: C5H6O

Please write out number 3 again, unchanged.
Computed, not measured: C3H10AsO2 as an isolated structure, with wB97M-V/def2-TZVPD.

Structure (XYZ):
```
16
Properties=species:S:1:pos:R:3:forces:R:3:lowdin_charge:R:1
O 2.7177 -0.1564 1.4434 -0.10 -0.01 -0.23 0.060
C 1.9619 -0.2213 0.5042 0.20 0.00 0.15 -0.564
O 1.9304 -1.3450 -0.2428 0.02 0.06 -0.10 0.061
C 1.1276 0.9474 0.0223 -0.20 0.13 -0.04 -0.223
C -0.1832 0.6724 -0.7249 0.27 0.24 -0.08 -0.471
As -1.6210 -0.4498 0.2491 -0.33 0.01 -0.08 0.313
H 1.1456 -1.3198 -0.8129 -0.08 -0.03 0.17 0.064
H 0.9579 1.5727 0.9039 -0.01 -0.10 -0.12 0.103
H 1.8058 1.5114 -0.6393 0.01 -0.04 0.20 0.111
H 0.0031 0.2356 -1.7197 -0.04 -0.07 0.12 0.040
H -0.6579 1.6487 -0.8926 -0.02 -0.17 -0.08 0.036
H -1.0127 0.0480 1.6437 0.09 -0.05 0.05 -0.082
H -0.6349 -1.7126 0.2209 0.13 -0.12 0.01 -0.094
H -2.2025 -0.9088 -1.1873 0.03 0.02 0.00 -0.109
H -2.6270 0.8070 0.2270 0.00 0.07 0.06 -0.117
H -2.7109 -1.3295 1.0050 0.03 0.05 -0.04 -0.129
```
Positions in Å, forces in eV/Å.

Computed properties:
total charge = -1
HOMO-LUMO gap = 0.2638 Eh
E_HOMO = -3.3 eV
molar mass = 153.0 g mol⁻¹
energy = -68203.19218 eV